No. 1
# C36H35F2N2

A 2-piece molecular cluster, C36H35F2N2 overall (ωB97M-V/def2-TZVPD, OMol25).

Geometry as XYZ:
```
75
Properties=species:S:1:pos:R:3:forces:R:3:mulliken_charge:R:1
C -5.2234 2.7079 2.1813 -0.2 0.2 0.0 -1.524
C -3.9219 1.9617 2.2495 0.1 -0.1 -0.6 0.511
C -3.3461 1.5937 1.0467 0.4 0.0 0.6 -1.345
C -2.1153 0.8685 0.9954 -0.6 0.2 0.6 2.326
C -1.6367 0.5183 -0.2562 0.5 -0.3 -0.3 -0.825
C -1.5255 0.5080 2.2650 -1.5 0.7 -0.6 -0.364
N -0.3477 -0.2450 2.2440 1.5 -1.4 -0.5 0.567
C 0.6649 -0.1025 1.3539 0.6 1.0 2.3 -1.149
N 1.7744 -0.6527 1.9042 -1.5 -0.8 0.3 0.453
C 3.1144 -0.4589 1.4842 1.1 0.0 0.0 0.737
C 3.6048 0.8494 1.3307 0.4 -0.4 0.2 1.078
C 2.7903 2.0714 1.6191 0.0 0.7 -0.1 -1.391
C 4.9630 1.0088 1.0426 -0.3 -0.3 -0.2 -0.987
C 5.8177 -0.0890 0.9250 -0.1 0.0 0.1 0.409
C 7.2628 0.1216 0.5721 0.4 0.0 0.0 -1.472
C 5.3142 -1.3704 1.1692 -0.1 0.4 -0.1 -0.885
C 3.9599 -1.5776 1.4355 0.2 0.6 -0.1 0.543
C 3.4753 -2.9652 1.6789 0.2 -0.7 -0.1 -1.860
C 1.3787 -1.3736 3.0452 0.9 0.4 -0.6 -0.445
C 0.0680 -1.1766 3.2134 -0.7 1.0 -0.1 -1.054
C -2.0655 0.9433 3.4822 -0.6 0.3 -0.5 1.301
C -1.3995 0.7736 4.8143 -0.1 0.1 0.5 -1.955
C -3.2780 1.6503 3.4572 0.2 -0.1 -0.2 -1.071
H -5.5538 3.0561 3.1626 0.0 -0.1 -0.1 0.360
H -5.1215 3.5772 1.5157 -0.1 -0.2 0.2 0.356
H -6.0008 2.0621 1.7483 0.1 0.2 0.2 0.322
H -3.8264 1.8682 0.1007 0.2 -0.1 0.4 0.412
H 0.7092 0.6953 0.6240 -0.2 -0.5 -0.1 0.846
H -0.7810 -0.1488 -0.3888 -0.7 0.3 -0.3 0.383
H -2.1993 0.8744 -1.1204 0.4 -0.1 0.4 -0.413
H 3.3990 2.9480 1.3582 -0.3 -0.2 0.2 0.395
H 1.8701 2.1534 1.0313 0.2 0.1 0.2 0.258
H 2.5387 2.1520 2.6897 0.0 -0.1 -0.3 0.315
H 5.3528 2.0197 0.9042 -0.1 -0.3 0.0 0.370
H 7.7495 -0.8253 0.3201 -0.1 0.2 0.0 0.376
H 7.3795 0.7995 -0.2831 -0.1 -0.2 0.2 0.370
H 7.8264 0.5679 1.4023 -0.2 -0.1 -0.1 0.307
H 5.9917 -2.2267 1.1531 -0.2 0.2 -0.1 0.383
H 4.2321 -3.6641 1.3148 -0.1 0.0 0.0 0.448
H 3.3509 -3.1870 2.7447 0.0 0.0 -0.2 0.357
H 2.5455 -3.1927 1.1520 0.0 0.1 0.2 0.367
H 2.0781 -1.9231 3.6580 -0.2 0.1 -0.3 0.582
H -0.5910 -1.5446 3.9816 0.0 0.1 -0.2 0.665
H -1.8333 1.5193 5.4920 0.2 -0.2 -0.1 0.421
H -1.6082 -0.2066 5.2647 0.2 0.2 -0.1 0.364
H -0.3178 0.9528 4.7801 -0.2 -0.2 0.0 0.345
H -3.7138 1.9970 4.3954 0.2 -0.1 -0.2 0.332
F -4.0025 -2.9888 0.5742 0.9 -0.3 -1.0 -0.314
C -3.0056 -3.3461 -0.3076 -0.4 -0.1 0.6 0.159
C -2.6983 -4.6954 -0.4569 0.2 0.5 -0.2 -0.618
C -1.6301 -5.0294 -1.3114 0.2 0.3 -0.1 -0.429
C -0.8610 -4.0358 -1.9127 0.1 0.2 0.1 -0.852
C -1.2142 -2.6608 -1.7871 -0.4 -0.4 0.6 1.110
C -0.4843 -1.6485 -2.4986 -0.5 -0.7 -1.3 -1.100
C -1.0931 -0.5491 -3.1013 0.4 0.3 0.0 0.278
C -0.5971 0.0705 -4.2419 0.0 -0.5 0.6 -0.934
C -1.0475 1.3238 -4.7582 -0.6 1.0 -0.6 0.968
C -1.8231 2.2407 -3.9880 0.4 -0.1 -0.4 -0.537
C -2.0961 3.4942 -4.5219 -0.5 0.3 0.3 0.364
F -2.8277 4.3818 -3.7622 0.8 -0.9 -0.7 -0.297
C -1.7006 3.8873 -5.8025 0.1 -0.5 0.2 -0.588
C -0.9964 2.9575 -6.5882 -0.2 0.1 0.2 -0.463
C -0.6872 1.7020 -6.0817 0.2 -0.1 0.4 -0.841
C -2.3632 -2.3446 -1.0188 0.1 0.2 0.0 -0.443
H -3.2809 -5.4537 0.0633 0.1 0.2 -0.1 0.461
H -1.4005 -6.0785 -1.5080 0.0 0.3 0.2 0.403
H -0.0016 -4.2807 -2.5475 -0.4 -0.1 0.3 0.391
H 0.5307 -1.9120 -2.8066 -0.2 0.0 -0.1 0.438
H -2.0422 -0.2030 -2.6891 0.2 -0.1 -0.2 0.796
H 0.1646 -0.4670 -4.8187 -0.1 0.3 0.3 0.340
H -2.1684 1.9732 -2.9905 0.1 0.3 -0.2 0.482
H -1.9430 4.8823 -6.1724 0.0 -0.3 0.1 0.447
H -0.6944 3.2290 -7.6028 -0.1 -0.1 0.4 0.375
H -0.1319 0.9786 -6.6826 -0.1 0.3 0.1 0.365
H -2.7097 -1.3166 -0.9348 0.0 -0.4 0.0 0.520
```
Positions in Å, forces in eV/Å.

Calculated values
Net charge ... +1
LUMO ... -0.1888 Eh
Energy above the lowest of the compared OMol25 structures with the same formula, charge and spin ... 23.6 kcal/mol
HOMO-LUMO gap ... 0.11194 hartree
Largest force on an atom ... 0.050 hartree/bohr
Energy ... -1701.69103 a.u.

No. 2
# C12H36N2O5

A 5-piece molecular cluster, C12H36N2O5 overall (ωB97M-V/def2-TZVPD, OMol25).

Geometry as XYZ:
```
55
Properties=species:S:1:pos:R:3:forces:R:3:mulliken_charge:R:1
O -0.3035 -0.1035 1.4867 0.1 -0.7 0.1 -0.681
H 0.3375 0.5349 1.1742 0.6 0.4 0.1 0.391
H -1.1168 0.3943 1.5707 -0.8 0.1 -0.1 0.206
C 2.6437 -3.2809 -0.7751 -0.3 -0.2 -0.2 -1.560
C 1.3964 -2.3954 -0.4748 1.5 -1.8 -0.7 0.574
O 1.4351 -2.1863 0.8837 0.2 0.6 1.2 -0.638
H 3.5524 -2.9911 -0.2476 -0.2 0.8 0.1 0.369
H 2.8912 -3.2635 -1.8364 -0.1 -0.2 -0.1 0.395
H 2.5521 -4.3127 -0.4357 -0.6 -0.1 -0.2 0.371
H 0.4639 -2.9132 -0.6995 0.0 -0.1 -0.6 0.261
H 1.4871 -1.5168 -1.1135 -0.2 0.5 0.2 -0.135
H 0.7084 -1.6111 1.1338 -0.5 0.2 0.3 0.327
C -3.1902 3.0701 3.5139 0.5 0.4 0.3 -1.170
C -2.1480 2.1496 2.8994 0.0 0.6 0.4 -0.047
O -2.7573 1.4529 1.8461 0.1 -0.7 -0.9 -0.482
H -3.3773 3.8950 2.8265 0.1 0.1 0.0 0.294
H -2.8267 3.4773 4.4574 -0.1 0.1 0.1 0.355
H -4.1642 2.6067 3.6711 0.2 -0.4 0.2 0.347
H -1.6493 1.4386 3.5581 -0.3 0.0 0.6 0.308
H -1.3259 2.7361 2.4891 -0.1 0.1 -0.1 0.107
H -3.4447 0.9297 2.2648 -0.2 -0.2 -0.3 0.275
C -2.7026 -2.2831 -0.1178 0.9 1.0 0.9 -1.607
C -2.9325 -1.1962 -1.1382 -0.9 -0.9 -1.3 0.707
C -1.6955 -0.7635 -1.9223 -0.3 1.7 1.3 0.272
O -1.9526 0.5332 -2.5344 1.1 -0.6 -1.5 -0.429
C -0.7695 0.9012 -3.3439 -0.8 -0.6 1.4 -0.372
N -3.9407 -1.7942 -2.0291 -0.4 0.3 -0.4 -0.720
H -2.0098 -1.9139 0.6384 0.2 -0.2 0.1 0.298
H -2.2754 -3.1670 -0.5913 -0.2 -0.2 0.1 0.490
H -3.6396 -2.4625 0.4093 0.0 -0.4 -0.2 0.400
H -3.4182 -0.3364 -0.6769 0.5 0.3 0.1 0.037
H -1.3458 -1.5092 -2.6362 -0.1 -0.1 -0.1 0.439
H -0.9430 -0.5787 -1.1557 0.6 -0.2 0.0 -0.441
H -0.5008 0.0871 -4.0170 0.0 0.0 -0.1 0.333
H 0.0304 1.0488 -2.6183 0.4 0.0 -0.1 -0.036
H -0.8720 1.8279 -3.9085 -0.7 -0.1 0.2 0.272
H -3.7250 -1.6034 -2.9971 -0.2 0.0 -0.1 0.255
H -3.9512 -2.7946 -1.8901 -0.1 -0.1 -0.3 0.274
C 4.6151 -0.0574 -0.4060 -0.3 0.1 -1.9 -1.474
C 3.6936 0.8117 0.4221 0.7 0.2 1.3 0.318
C 2.3886 1.3291 -0.2277 0.8 0.1 -0.2 0.322
O 1.5064 1.9306 0.7511 1.2 0.0 -0.9 -0.562
C 0.4369 2.5862 0.0996 -0.4 -0.1 0.1 -0.541
N 3.4334 0.0383 1.6181 -0.8 -0.3 0.0 -0.844
H 5.4407 -0.5602 0.0976 -0.5 0.1 0.7 0.362
H 5.1158 0.4565 -1.2265 -0.2 0.4 -0.1 0.412
H 3.9874 -0.7957 -0.9050 0.1 -0.4 0.0 0.198
H 4.2961 1.6474 0.7782 -0.3 0.6 -0.3 0.425
H 1.7989 0.5898 -0.7698 0.1 -0.6 0.1 -0.478
H 2.7336 2.0266 -0.9910 -0.4 0.6 0.0 0.518
H -0.2257 1.8443 -0.3460 -0.3 -0.1 -0.1 0.157
H 0.7369 3.2408 -0.7187 0.3 0.2 0.2 0.350
H -0.1075 3.1280 0.8730 0.0 0.1 -0.3 0.150
H 3.0017 -0.7925 1.2391 0.0 -0.9 0.4 0.289
H 2.6281 0.4704 2.0481 0.0 0.3 0.7 0.362
```
Positions in Å, forces in eV/Å.

Calculated values
Net charge ... 0
LUMO ... 0.0242 Eh
Energy above the lowest of the compared OMol25 structures with the same formula, charge and spin ... 19.8 kcal/mol
HOMO-LUMO gap ... 0.35488 hartree
Largest force on an atom ... 0.048 hartree/bohr
Energy ... -964.42765 a.u.

No. 3
# CHN2OS

A 2-piece molecular cluster, CHN2OS overall (ωB97M-V/def2-TZVPD, OMol25).

Geometry as XYZ:
```
6
Properties=species:S:1:pos:R:3:forces:R:3:mulliken_charge:R:1
C 2.4689 -0.7795 -0.6691 -0.6 0.7 0.1 0.095
N 3.6271 -0.6988 -0.7235 0.2 -0.4 0.0 -0.540
N -2.5577 0.5058 0.3399 0.7 1.4 2.2 0.021
O -2.8492 1.0796 1.3933 0.4 -1.1 -2.1 -0.285
S 0.7905 -0.6718 -0.5987 0.2 -0.3 0.0 -0.510
H -1.4797 0.5647 0.2580 -0.9 -0.3 -0.2 0.219
```
Positions in Å, forces in eV/Å.

Calculated values
Net charge ... -1
LUMO ... 0.0940 Eh
Energy above the lowest of the compared OMol25 structures with the same formula, charge and spin ... 17.3 kcal/mol
HOMO-LUMO gap ... 0.23494 hartree
Largest force on an atom ... 0.052 hartree/bohr
Energy ... -621.62180 a.u.